[1]
{
  "formula": "C20H16B3Ba3Br8O24",
  "method": "ωB97M-V with the def2-TZVPD basis set",
  "total_charge": 3,
  "mol_weight_g_mol": 1723.98,
  "homo_energy_ev": -13.30,
  "fmax_ev_per_a": 7.791,
  "symbols": ["Ba", "Ba", "Ba", "Br", "Br", "Br", "Br", "Br", "Br", "Br", "Br", "O", "O", "O", "O", "O", "O", "O", "O", "O", "O", "O", "O", "O", "O", "O", "O", "O", "O", "O", "O", "O", "O", "O", "O", "C", "C", "C", "C", "C", "C", "C", "C", "C", "C", "C", "C", "C", "C", "C", "C", "C", "C", "C", "C", "B", "B", "B", "H", "H", "H", "H", "H", "H", "H", "H", "H", "H", "H", "H", "H", "H", "H", "H"],
  "positions_angstrom": [[2.706087, -6.782375, -2.402226], [-8.088966, -0.491758, -3.667364], [4.061720, 1.878937, -5.576304], [-3.149800, 6.655808, 4.767454], [-4.187171, 1.088919, 8.366867], [-8.239357, 6.789745, 2.498343], [-0.861106, -0.996850, 5.763132], [-0.489751, 6.570174, 2.079267], [-9.555425, 4.650035, 4.855233], [3.946486, -4.962845, 2.411829], [7.067576, -2.154956, 4.342891], [-0.317106, -1.501624, -0.153329], [-3.851350, 1.004125, 1.289362], [-2.020611, -0.298766, -1.461385], [7.397672, -3.033172, -1.163340], [-3.565491, -1.960847, -6.634427], [9.971763, -4.932354, -2.638215], [-1.400939, -1.500979, -7.553416], [8.623644, -1.017099, -0.287233], [7.225685, 0.838404, -2.961742], [0.448854, -0.945260, -6.271694], [0.195630, -3.696079, -5.261267], [1.731438, -2.282784, -0.957132], [-5.111306, -3.329784, -9.431070], [-1.709154, -3.615105, -6.488656], [9.696046, -2.884166, -1.728008], [2.154623, 0.557844, -1.750245], [-4.185136, 0.587113, -1.503822], [-5.862596, -1.929990, -6.962223], [-1.695882, 0.202117, 0.858484], [-3.083369, -3.177807, -8.484044], [7.635502, 1.112879, 0.143669], [0.101261, 0.746392, -0.847133], [8.106213, -1.213354, -2.529075], [7.066756, -5.150292, -1.968723], [-2.663497, 0.000279, 7.753344], [-4.705720, -2.178622, -7.331641], [7.748574, -4.197439, -1.668980], [7.692406, -0.004609, -2.169056], [0.947763, -1.405668, -0.730080], [-2.963820, 0.567069, 0.568506], [-4.289969, -2.983644, -8.569791], [1.148258, 0.068708, -1.156297], [-2.001713, 0.458347, 6.470620], [-3.136790, 0.294682, -0.953436], [-7.877704, 4.743712, 2.606218], [-3.345164, 6.658403, 2.769222], [-7.820973, 4.386701, 4.063324], [-2.288058, 7.540438, 2.095646], [8.015679, 0.158864, -0.638531], [-0.369940, -1.772388, -6.722498], [9.303070, -4.066380, -2.102226], [4.874117, -3.442289, 3.273177], [6.095568, -3.899766, 4.025664], [-0.540956, -3.182239, -6.139950], [8.481984, -2.034811, -1.378068], [-2.407815, -2.565408, -7.341902], [-0.970610, -0.181414, -0.386307], [6.662225, -4.634435, 3.453589], [-2.453442, 7.682605, 1.027686], [-4.363987, 7.007622, 2.601421], [-2.739357, 0.604384, 5.681548], [-6.868360, 4.502056, 2.273171], [-3.348740, 5.598915, 2.513153], [-3.118083, -0.985230, 7.652196], [5.065078, -2.838735, 2.385843], [-7.076435, 5.049594, 4.504163], [-1.441630, 1.382136, 6.615686], [-7.501449, 3.369200, 4.288488], [4.112417, -2.888988, 3.822517], [-1.937622, -0.126098, 8.556597], [-2.056654, 8.452398, 2.645984], [-8.525681, 4.237692, 1.890563], [5.904592, -4.199888, 5.055978]],
  "forces_ev_per_a": [[0.4, 0.6, 0.3], [0.7, -0.1, -0.3], [0.2, -0.4, 0.9], [0.0, 0.0, -1.0], [0.7, 0.0, -0.3], [0.5, -1.9, -0.3], [-0.2, 0.6, 0.4], [-1.0, 0.5, 0.1], [-0.1, -0.1, 0.5], [-0.2, -0.4, 0.1], [-0.2, -1.0, -0.3], [2.6, 0.8, -1.6], [2.3, -1.1, -1.5], [-1.6, 1.4, 1.1], [-0.4, -0.5, 0.3], [-1.5, 0.2, 0.0], [-1.5, 1.5, 0.9], [1.4, -1.0, 0.9], [-0.9, 0.9, -0.5], [0.4, -1.8, 1.7], [-1.8, -2.2, -1.8], [-1.6, 1.2, -2.8], [-0.5, -0.2, 0.3], [2.3, 0.7, 2.1], [-0.6, 0.3, -0.9], [-0.9, 1.8, 0.5], [-2.9, -1.9, 1.5], [1.2, -0.9, -0.4], [2.4, 0.1, -0.2], [-0.7, 0.7, -0.6], [6.2, -1.3, -0.7], [2.3, -4.9, -4.3], [-1.0, 0.0, 0.4], [-1.0, 1.4, -0.6], [-0.6, 0.4, 0.7], [-0.1, -1.0, 0.3], [-1.1, 0.0, 1.9], [1.6, 0.1, -1.6], [0.2, 1.1, -1.7], [-1.6, -0.2, 0.4], [-0.3, 0.3, 0.9], [-7.4, 0.5, -2.3], [3.4, 1.7, -1.9], [-0.7, 0.1, -0.1], [-0.4, -0.1, -0.3], [0.9, 0.9, -0.2], [0.0, 0.2, 0.8], [-0.4, 0.2, 0.0], [0.9, -1.4, 0.4], [-1.7, 2.1, 3.6], [1.0, 2.9, 0.9], [0.3, -2.3, -0.2], [-0.5, 0.4, -0.8], [-0.1, 1.4, 0.4], [1.6, -1.1, 3.3], [1.1, 0.0, 0.4], [-0.9, -0.1, 0.4], [-0.8, -0.9, 0.9], [0.3, 0.4, 0.2], [-0.3, 0.2, 0.3], [0.2, 0.4, 0.0], [0.1, 0.1, 0.1], [0.2, 0.8, -0.5], [0.5, 0.2, -0.2], [0.1, 0.1, -0.3], [0.6, -0.1, 0.3], [-0.3, 0.0, 0.3], [0.3, -0.3, -0.1], [-0.2, -0.1, -0.4], [0.2, -0.4, 0.4], [-0.1, 0.5, 0.1], [-0.3, -0.1, -0.2], [-0.5, 0.2, 0.7], [-0.2, -0.4, -0.4]],
  "mulliken_charge": [1.9631, 1.9723, 1.9773, -0.1124, -0.1508, -0.1259, -0.1640, -0.1563, -0.1098, -0.2154, -0.1172, -0.4195, -0.6085, -0.3635, -0.3099, -0.3678, -0.5703, -0.3619, -0.3341, -0.7405, -0.6617, -0.7248, -0.6430, -0.5913, -0.3882, -0.3984, -0.7654, -0.7180, -0.7284, -0.4299, -0.4976, -0.5728, -0.4376, -0.5160, -0.6974, -0.6563, 0.6359, 0.6024, 0.5678, 0.6431, 0.6323, 0.5843, 0.6790, -0.4779, 0.5913, -0.6107, -0.4700, -0.5790, -0.5662, 0.6412, 0.6076, 0.5948, -0.6283, -0.4970, 0.6910, 0.7698, 0.8211, 0.8534, 0.3797, 0.3564, 0.2819, 0.3258, 0.2965, 0.2969, 0.3637, 0.3007, 0.3383, 0.3736, 0.3906, 0.4264, 0.3873, 0.3753, 0.3965, 0.3660]
}

***

[2]
{
  "formula": "C20H16Cl2O6PdS",
  "method": "ωB97M-V with the def2-TZVPD basis set",
  "total_charge": 2,
  "mol_weight_g_mol": 561.74,
  "homo_energy_ev": [-13.73, -13.73],
  "fmax_ev_per_a": 3.390,
  "symbols": ["Pd", "Cl", "Cl", "S", "O", "O", "O", "O", "O", "O", "C", "C", "C", "C", "C", "C", "C", "C", "C", "C", "C", "C", "C", "C", "C", "C", "C", "C", "C", "C", "H", "H", "H", "H", "H", "H", "H", "H", "H", "H", "H", "H", "H", "H", "H", "H"],
  "positions_angstrom": [[-0.624677, 0.513702, -0.301238], [-1.740034, 2.239551, 1.040575], [-2.572339, 1.380622, -1.546211], [0.616149, -0.899212, -3.280617], [1.340015, 0.882577, 0.843884], [0.315141, -0.774579, -1.789482], [-0.539780, -1.105668, 1.388780], [3.563062, 0.713411, 2.845249], [0.504880, -2.845562, 3.612228], [2.725691, -1.319762, 4.821265], [3.414190, -0.708829, -4.937791], [3.512366, -2.799027, -6.760392], [4.140682, -0.567244, -6.102743], [1.459252, 0.107179, 1.770373], [2.058439, -2.073877, -3.346594], [-0.708085, -2.036621, -3.856740], [-0.541645, -2.428998, -5.288274], [-0.447067, -3.124534, -7.977248], [2.573019, 0.058770, 2.792388], [-0.433059, -1.439712, -6.269784], [0.467236, -0.975207, 2.044822], [2.189272, -1.076602, 3.796709], [4.203550, -1.620497, -7.011333], [2.790544, -2.945681, -5.589946], [-0.543478, -3.769843, -5.664381], [-0.383853, -1.785150, -7.606945], [-0.509667, -4.114168, -7.005265], [-3.007166, 2.453782, -0.197328], [0.932019, -1.810089, 3.217417], [2.754946, -1.910354, -4.655201], [-1.620083, -1.446513, -3.726092], [3.373824, 0.102388, -4.218990], [-0.609234, -4.541892, -4.906610], [-3.013733, 3.485023, -0.538170], [-0.740796, -2.880805, -3.168374], [3.555028, -3.610625, -7.473327], [2.680956, -1.741048, -2.514214], [-0.457445, -3.395437, -9.023776], [1.720086, -3.092458, -3.163466], [-3.967305, 2.150511, 0.209697], [4.668772, 0.353217, -6.308100], [-0.308349, -1.019252, -8.366183], [-0.539095, -5.154297, -7.299762], [4.800442, -1.524132, -7.907333], [2.280372, -3.876952, -5.382145], [-0.412049, -0.396805, -5.973821]],
  "forces_ev_per_a": [[0.0, 0.6, -2.2], [0.4, -0.5, 0.1], [0.3, -0.3, -0.2], [-0.1, -0.6, -1.5], [-0.3, -0.7, 0.3], [-0.8, 0.4, 3.3], [0.6, 0.0, 0.4], [-0.3, 0.2, -0.4], [-0.4, 0.1, -0.4], [0.1, 0.0, 0.0], [-0.1, -0.2, 0.2], [0.2, 0.1, -0.1], [0.0, -0.1, -0.2], [0.7, 1.6, -1.1], [0.1, 0.4, 0.2], [-0.1, 0.5, 0.2], [0.2, 0.0, -0.5], [0.0, 0.0, 0.1], [0.8, -0.5, 1.3], [-0.1, -0.1, 0.3], [-1.6, -1.3, -0.5], [-0.4, 0.0, -0.4], [-0.1, 0.0, 0.1], [-0.1, 0.1, 0.3], [-0.1, 0.2, 0.3], [0.0, -0.1, -0.1], [0.0, 0.0, -0.2], [-0.3, 0.1, -0.1], [1.0, -0.3, 1.2], [0.2, 0.2, -0.5], [0.0, 0.0, 0.1], [0.0, 0.1, 0.0], [0.0, 0.0, 0.0], [0.1, 0.0, 0.0], [0.1, 0.0, 0.0], [0.0, 0.0, 0.0], [-0.1, 0.0, 0.0], [0.1, 0.0, 0.0], [-0.3, 0.1, 0.0], [0.1, -0.1, 0.0], [0.0, 0.0, 0.0], [0.0, 0.0, 0.0], [0.0, 0.0, 0.0], [0.0, 0.0, -0.1], [0.0, 0.0, 0.0], [0.0, 0.1, -0.1]],
  "mulliken_charge": [0.6223, 0.0243, 0.0423, 0.5599, -0.5689, -0.5588, -0.4620, -0.3245, -0.3281, -0.3314, -0.2856, -0.6981, -0.7572, 1.0559, -1.2445, -1.1273, 0.7106, -0.4553, -0.0159, -0.1366, 0.9431, 0.4520, -0.4258, -0.3089, -0.4813, -0.7813, -0.5956, -0.1850, -0.0108, 0.7945, 0.4390, 0.3758, 0.3893, 0.3816, 0.4800, 0.4362, 0.6182, 0.4349, 0.4583, 0.3714, 0.4159, 0.4410, 0.4177, 0.4305, 0.4071, 0.3806]
}

***

[3]
{
  "formula": "C20H16Cl3F3N6O4Pd",
  "method": "ωB97M-V with the def2-TZVPD basis set",
  "total_charge": 2,
  "mol_weight_g_mol": 674.16,
  "homo_energy_ev": [-13.79, -13.79],
  "fmax_ev_per_a": 2.660,
  "symbols": ["Pd", "Cl", "Cl", "Cl", "F", "F", "F", "O", "O", "O", "O", "N", "N", "N", "N", "N", "N", "C", "C", "C", "C", "C", "C", "C", "C", "C", "C", "C", "C", "C", "C", "C", "C", "C", "C", "C", "C", "H", "H", "H", "H", "H", "H", "H", "H", "H", "H", "H", "H", "H", "H", "H", "H"],
  "positions_angstrom": [[-1.396358, 0.685471, 1.691003], [-1.312937, 5.151506, 3.579053], [-3.700820, 4.884813, 1.960181], [-3.550612, 3.597582, 4.565892], [-5.441877, -3.050048, -2.408890], [-6.498057, -3.268039, -0.534059], [-4.904029, -4.638950, -1.044360], [-1.426695, -0.374019, 3.524670], [-2.848432, 2.060961, 1.793507], [0.102073, -0.835530, 2.063238], [-0.959965, 2.389642, 2.733427], [4.006300, 1.196783, -3.449216], [1.511821, 1.608728, -1.134159], [4.647269, 0.183502, -3.807964], [-2.550309, -0.683029, 0.702915], [3.560221, 1.008098, -2.139732], [-0.239965, 1.139506, 0.034925], [-0.510177, 0.791729, -1.268852], [3.773705, -0.956414, -0.540700], [-4.603756, -1.080156, -0.421303], [-0.399198, -1.013416, 3.217256], [-2.647048, 4.109207, 3.136979], [1.751100, 2.164954, 1.271801], [-4.316667, -2.436208, -0.462825], [0.579199, 1.080833, -2.006055], [-5.312588, -3.380115, -1.125307], [1.000621, 1.649421, 0.098502], [4.375269, -2.194211, -0.488995], [-2.261567, -2.000222, 0.659462], [4.669108, -0.767110, -2.784517], [3.961049, -0.240628, -1.697333], [5.280574, -2.025645, -2.726335], [5.118503, -2.715620, -1.576089], [2.857977, 2.055363, -1.524626], [-3.706578, -0.218922, 0.170994], [-2.114216, 2.818857, 2.528978], [-3.135031, -2.901547, 0.082490], [3.399944, 2.393639, -0.641618], [5.563825, -3.695751, -1.502060], [2.015722, 3.212769, 1.133313], [5.869458, -2.420633, -3.538454], [0.774750, 0.979449, -3.059217], [0.039836, -1.715425, 3.933998], [-5.520309, -0.684531, -0.838505], [1.152234, 2.101590, 2.176217], [2.815500, 2.864244, -2.254479], [3.160278, -0.590077, 0.271017], [-2.886217, -3.953529, 0.067546], [4.262607, -2.792712, 0.405162], [2.664329, 1.593192, 1.431856], [-1.451425, 0.375129, -1.577591], [-1.320017, -2.304961, 1.077967], [-3.898419, 0.840482, 0.240895]],
  "forces_ev_per_a": [[1.6, -2.1, -0.6], [0.0, -0.1, -0.1], [0.1, -0.1, 0.0], [0.0, -0.1, 0.0], [0.0, 0.0, -0.1], [-0.1, 0.0, 0.1], [0.1, -0.1, 0.0], [-1.2, 0.6, 0.1], [0.5, -0.1, -0.2], [-0.8, 1.4, -0.5], [0.9, -0.1, 0.2], [-0.3, 0.0, 0.6], [-0.4, 0.2, -0.1], [0.3, -0.6, -0.2], [0.0, -0.3, -0.1], [0.5, -0.9, -0.8], [-0.9, 0.5, 0.6], [-0.4, -0.1, -0.2], [-0.2, -0.4, 0.7], [0.0, 0.1, 0.0], [0.2, -0.4, 0.6], [-0.1, 0.1, 0.0], [-0.3, 0.0, 0.3], [0.0, 0.0, 0.0], [0.2, 0.1, 0.0], [0.1, 0.1, 0.0], [0.1, 0.0, 0.2], [0.1, -0.3, -0.1], [-0.1, 0.5, -0.1], [0.0, 0.6, -0.1], [0.1, 0.8, -1.3], [-0.1, 1.0, -0.8], [-0.2, -0.6, 1.2], [0.5, 0.0, 0.2], [0.4, -0.2, 0.2], [-0.6, 0.3, 0.0], [0.1, 0.0, 0.0], [-0.3, 0.1, 0.1], [0.0, -0.1, 0.2], [0.0, 0.0, 0.0], [-0.1, 0.1, -0.2], [0.0, -0.1, 0.0], [0.1, 0.0, -0.1], [0.0, 0.0, 0.0], [0.1, 0.0, -0.1], [-0.2, 0.0, 0.1], [0.1, 0.0, 0.2], [0.0, 0.0, 0.0], [0.0, 0.0, 0.0], [0.0, 0.0, -0.1], [0.0, 0.0, 0.0], [0.1, -0.1, 0.0], [0.0, 0.1, 0.0]],
  "mulliken_charge": [0.2389, -0.0613, -0.0625, -0.0501, -0.2193, -0.2206, -0.2542, -0.4183, -0.3067, -0.2982, -0.3982, -0.5927, 0.1123, -0.4563, 0.2341, 0.6090, 0.8173, -0.9313, -0.4121, -1.0142, 0.4290, 0.8182, -1.5991, 0.3926, -0.7763, 0.6615, 0.9193, -0.6560, -0.3190, 0.0862, 1.3793, -0.7812, -0.5339, -1.0049, -0.2144, 0.2321, -0.7983, 0.5204, 0.3909, 0.5027, 0.4582, 0.5017, 0.4895, 0.4909, 0.2830, 0.3156, 0.1691, 0.5409, 0.4095, 0.3453, 0.6308, 0.6459, 0.7550]
}

***

Q: Which ΔE to the lowest compared entry with this formula, charge and spin values were calculated for the entries above? A: 320.42, 20.47, 20.68, in kcal per mole.